Entry i
Below is an isolated ion of composition C2H2N3S2 and charge +1, with properties calculated with wB97M-V/def2-TZVPD.

Structure (ORCA input):
```
! wB97M-V def2-TZVPD RIJCOSX def2/J DEFGRID3
* xyz 1 1
C 2.245 0.787 0.085
C 1.139 1.423 -0.266
N -0.562 -0.186 -0.128
N -2.617 -1.266 0.652
N -0.063 0.880 -0.460
S 3.544 -0.774 0.258
S -1.575 -1.344 -0.442
H 1.174 2.494 -0.466
H -3.284 -2.014 0.766
*
```

Summary:
Frontier orbital gap (alpha / beta), eV: 6.94 / 6.99
Highest occupied orbital energy (alpha / beta), eV: -13.868 / -13.900
E_LUMO (alpha / beta), eV: -6.931 / -6.912

Entry ii
Below is a 2-piece molecular cluster, C2H2N3S2 overall, with properties calculated with wB97M-V/def2-TZVPD.

Structure (ORCA input):
```
! wB97M-V def2-TZVPD RIJCOSX def2/J DEFGRID3
* xyz 1 1
C -1.993 0.404 -1.122
C -1.786 1.169 -0.191
N -1.171 2.303 1.748
N 2.544 -2.439 0.004
N -1.366 1.670 0.872
S 1.769 0.321 0.635
S 3.023 -1.158 0.656
H -2.551 0.177 -2.093
H 1.532 -2.447 -0.509
*
```

Summary:
Frontier orbital gap, eV: 5.37
Highest occupied orbital energy, eV: -12.911
E_LUMO, eV: -7.541

Result of the stability comparison: entry ii is the most stable of them.

Entry i
Below is a 2-piece molecular cluster, C4H15N2O overall, with properties calculated with wB97M-V/def2-TZVPD.

Structure (ORCA input):
```
! wB97M-V def2-TZVPD RIJCOSX def2/J DEFGRID3
* xyz 2 2
C -1.404 -0.844 0.079
C 0.100 -1.142 -0.200
C 1.042 0.015 -0.584
C 0.576 0.827 -1.855
N 1.407 0.387 -2.995
N -1.520 0.231 1.166
H -1.685 -0.346 -0.846
H -2.124 -1.632 0.275
H 0.194 -1.963 -0.913
H 0.482 -1.674 0.665
H 0.962 0.674 0.278
H 2.039 -0.278 -0.881
H 0.681 1.925 -1.840
H -0.448 0.699 -2.220
H 2.359 0.776 -3.002
H 1.459 -0.640 -2.990
H -0.819 0.968 1.226
H -1.542 -0.164 2.116
H -2.410 0.724 1.046
H 0.758 -0.011 3.428
H -0.148 0.835 4.490
O 0.043 0.633 3.556
*
```

Summary:
Frontier orbital gap (alpha / beta), eV: 12.01 / 6.41
Highest occupied orbital energy (alpha / beta), eV: -18.634 / -18.634
<S²>: 0.7541
E_LUMO (alpha / beta), eV: -6.627 / -12.221

Entry ii
Below is a 2-piece molecular cluster, C4H15N2O overall, with properties calculated with wB97M-V/def2-TZVPD.

Structure (ORCA input):
```
! wB97M-V def2-TZVPD RIJCOSX def2/J DEFGRID3
* xyz 2 2
C -0.825 1.937 0.825
N 0.512 1.563 0.229
C 0.985 2.613 -0.732
H -1.127 1.207 1.572
H -0.749 2.932 1.261
H -1.533 1.956 0.000
H 0.442 0.630 -0.259
H 1.209 1.454 0.969
H 0.224 2.681 -1.511
H 1.941 2.346 -1.171
H 1.039 3.558 -0.195
C 0.341 -1.966 -0.756
O 0.824 -0.710 -1.257
C -0.636 -1.796 0.399
N -1.116 -3.099 0.785
H -0.165 -2.489 -1.575
H 1.183 -2.575 -0.407
H 1.258 -0.919 -2.093
H -0.132 -1.292 1.245
H -1.477 -1.167 0.086
H -1.824 -3.103 1.530
H -0.373 -3.763 1.054
*
```

Summary:
Frontier orbital gap (alpha / beta), eV: 12.65 / 6.77
Highest occupied orbital energy (alpha / beta), eV: -19.484 / -19.461
<S²>: 0.7541
E_LUMO (alpha / beta), eV: -6.834 / -12.687

Result of the stability comparison: entry ii is the most stable of them.

Entry i
Below is C5H14NP as an isolated structure, with properties calculated with wB97M-V/def2-TZVPD.

Structure (ORCA input):
```
! wB97M-V def2-TZVPD RIJCOSX def2/J DEFGRID3
* xyz 0 1
C 0.748 -1.181 -1.982
C 0.752 1.122 -1.045
C 1.713 -0.794 0.195
C -2.634 0.768 2.499
C 0.485 -0.331 -0.679
N -0.830 -0.596 -0.130
P -0.793 0.555 1.979
H 1.688 -0.971 -2.405
H 0.611 -2.152 -1.709
H 0.091 -0.840 -2.781
H 1.431 1.567 -0.238
H -0.242 1.561 -1.078
H 1.178 1.073 -2.029
H 1.804 -0.193 1.113
H 1.606 -1.840 0.517
H 2.617 -0.552 -0.309
H -2.907 1.721 2.201
H -2.500 0.703 3.679
H -3.297 0.026 2.182
H -0.885 -1.534 0.167
H -0.632 -0.663 2.633
*
```

Summary:
Frontier orbital gap, eV: 8.56
Highest occupied orbital energy, eV: -8.486
E_LUMO, eV: 0.073

Entry ii
Below is a 2-piece molecular cluster, C5H14NP overall, with properties calculated with wB97M-V/def2-TZVPD.

Structure (ORCA input):
```
! wB97M-V def2-TZVPD RIJCOSX def2/J DEFGRID3
* xyz 0 1
C 1.991 -1.905 -1.773
C 0.002 1.814 2.161
C -1.877 -0.256 0.988
C -0.466 1.573 -0.855
C 0.669 -1.854 -1.143
N 0.993 -0.360 0.829
P -0.144 0.640 0.702
H 2.455 -1.016 -1.566
H 2.569 -2.663 -1.218
H 1.767 -2.147 -2.780
H -0.328 1.307 2.974
H 1.040 2.139 2.140
H -0.799 2.654 2.201
H -2.533 0.334 1.491
H -2.150 -0.649 -0.005
H -1.518 -1.001 1.595
H -1.357 2.364 -0.750
H 0.379 2.117 -1.265
H -0.920 0.761 -1.630
H 0.337 -2.506 -0.441
H -0.112 -1.347 -1.655
*
```

Summary:
Frontier orbital gap (alpha / beta), eV: 8.75 / 7.66
Highest occupied orbital energy (alpha / beta), eV: -8.180 / -7.775
E_LUMO (alpha / beta), eV: 0.572 / -0.114

Result of the stability comparison: entry i is the most stable of them.

Entry i
Below is C6H14NS as an isolated structure, with properties calculated with wB97M-V/def2-TZVPD.

Structure (ORCA input):
```
! wB97M-V def2-TZVPD RIJCOSX def2/J DEFGRID3
* xyz -1 1
C -2.187 -0.935 -1.341
C -3.530 -0.532 -0.676
S -4.331 0.932 -1.389
C -1.006 0.035 -1.030
N 0.403 -0.743 -0.120
C 1.482 0.257 0.065
C 2.041 0.066 1.438
C 3.279 0.929 1.750
H -1.880 -1.960 -1.014
H -2.327 -0.983 -2.416
H -4.189 -1.430 -0.797
H -3.273 -0.393 0.406
H -1.338 0.695 -0.174
H -0.789 0.666 -1.819
H -0.078 -0.747 -1.195
H 2.316 0.127 -0.622
H 1.117 1.289 -0.033
H 1.228 0.232 2.090
H 2.251 -0.998 1.499
H 3.599 0.839 2.755
H 4.123 0.641 1.107
H 3.089 2.011 1.516
*
```

Summary:
Frontier orbital gap, eV: 5.81
Highest occupied orbital energy, eV: -2.543
E_LUMO, eV: 3.265

Entry ii
Below is an isolated ion of composition C6H14NS and charge -1, with properties calculated with wB97M-V/def2-TZVPD.

Structure (ORCA input):
```
! wB97M-V def2-TZVPD RIJCOSX def2/J DEFGRID3
* xyz -1 1
C -1.313 0.008 1.484
C 0.189 -0.290 1.441
N 1.080 0.568 0.651
C 0.615 1.948 0.579
C 1.318 0.037 -0.700
C 0.133 -0.319 -1.644
C -0.624 -1.602 -1.305
S -1.220 -2.528 -2.799
H -1.574 0.489 2.431
H -1.631 0.543 0.580
H -1.906 -0.899 1.405
H 0.559 -0.266 2.475
H 0.277 -1.321 1.111
H 1.292 2.541 -0.025
H -0.448 2.125 0.430
H 0.794 2.395 1.568
H 2.035 -0.784 -0.621
H 1.872 0.802 -1.260
H 0.606 -0.334 -2.628
H -0.541 0.546 -1.607
H -1.564 -1.403 -0.817
H 0.051 -2.256 -0.748
*
```

Summary:
Frontier orbital gap, eV: 5.67
Structure (SMILES): CCN(C)CCC[S-]
Highest occupied orbital energy, eV: -2.235
E_LUMO, eV: 3.439

Result of the stability comparison: entry ii is the most stable of them.

Entry i
Below is a 3-piece molecular cluster, C5H11O2 overall, with properties calculated with wB97M-V/def2-TZVPD.

Structure (ORCA input):
```
! wB97M-V def2-TZVPD RIJCOSX def2/J DEFGRID3
* xyz 0 2
C -0.956 -0.423 -1.412
O -1.289 -1.675 -1.919
C -0.165 -0.501 -0.093
C 0.181 0.785 0.558
C -0.101 1.065 1.861
C 0.614 1.857 2.760
H -1.951 0.006 -1.213
H -0.409 0.075 -2.215
H -0.831 -1.067 0.552
H 0.698 -1.129 -0.347
H 0.839 1.456 0.009
H 1.368 0.024 2.700
H -0.966 0.556 2.282
H 1.366 2.584 2.484
H 0.196 2.063 3.735
H -0.160 -2.012 -2.820
H 0.961 -1.389 -3.536
O 0.605 -2.275 -3.385
*
```

Summary:
Frontier orbital gap (alpha / beta), eV: 7.88 / 6.00
Highest occupied orbital energy (alpha / beta), eV: -8.163 / -8.269
<S²>: 1.3433
E_LUMO (alpha / beta), eV: -0.288 / -2.268

Entry ii
Below is a 2-piece molecular cluster, C5H11O2 overall, with properties calculated with wB97M-V/def2-TZVPD.

Structure (ORCA input):
```
! wB97M-V def2-TZVPD RIJCOSX def2/J DEFGRID3
* xyz 0 2
C 1.591 -1.224 0.784
C 2.326 -1.079 -0.483
H 1.019 -2.066 1.034
H 2.179 -0.896 1.593
H 0.868 -0.452 0.896
H 2.147 -1.792 -1.414
H 3.371 -1.217 -0.367
H 2.065 -0.048 -0.927
C -1.075 1.409 0.122
C -2.265 0.732 0.717
C -1.041 0.567 -1.309
O -2.047 0.657 -1.989
O 0.127 0.153 -1.488
H -1.187 2.420 -0.138
H -0.127 1.206 0.711
H -2.373 0.566 1.773
H -2.460 -0.348 0.272
H -3.119 1.413 0.212
*
```

Summary:
Frontier orbital gap (alpha / beta), eV: 11.32 / 7.41
Highest occupied orbital energy (alpha / beta), eV: -10.566 / -10.504
<S²>: 0.7566
E_LUMO (alpha / beta), eV: 0.756 / -3.097

Result of the stability comparison: entry ii is the most stable of them.

Entry i
Below is a 2-piece molecular cluster, C3H9N2S overall, with properties calculated with wB97M-V/def2-TZVPD.

Structure (ORCA input):
```
! wB97M-V def2-TZVPD RIJCOSX def2/J DEFGRID3
* xyz 1 1
C -1.091 0.063 0.619
C 0.306 1.865 0.483
C 0.326 -0.559 0.903
N 0.446 -1.677 -1.273
N -0.700 1.236 -0.191
S 1.660 0.354 0.845
H -1.855 -0.559 0.295
H -1.500 0.361 1.595
H 0.756 2.748 -0.115
H 0.108 2.316 1.575
H 0.308 -1.644 0.965
H 0.166 -2.561 -0.957
H 0.002 -1.372 -2.173
H 1.459 -1.547 -1.379
H -0.391 0.976 -1.193
*
```

Summary:
Frontier orbital gap, eV: 9.28
Highest occupied orbital energy, eV: -14.426
E_LUMO, eV: -5.144

Entry ii
Below is a 2-piece molecular cluster, C3H9N2S overall, with properties calculated with wB97M-V/def2-TZVPD.

Structure (ORCA input):
```
! wB97M-V def2-TZVPD RIJCOSX def2/J DEFGRID3
* xyz 1 1
C 0.140 -0.712 0.825
C -1.809 -0.629 -0.470
C -0.126 0.757 0.822
N 1.304 1.412 -0.547
N -0.482 -1.163 -0.400
S -1.600 1.115 0.100
H 1.201 -0.964 0.837
H -0.316 -1.119 1.749
H -2.192 -0.641 -1.489
H -2.544 -1.075 0.216
H 0.253 1.407 1.593
H 1.073 2.361 -0.819
H 2.239 1.362 -0.155
H 1.212 0.781 -1.338
H -0.457 -2.165 -0.548
*
```

Summary:
Frontier orbital gap, eV: 9.65
Highest occupied orbital energy, eV: -13.861
E_LUMO, eV: -4.215

Result of the stability comparison: entry ii is the most stable of them.